# 1
Below is a structure of composition C40H32N4O2PtS2, with properties calculated with wB97M-V/def2-TZVPD.

- HOMO-LUMO gap (alpha / beta) (eV) = 6.6 / 4.1
- ⟨S²⟩ = 6.10
- HOMO level (alpha / beta) (eV) = -17.578 / -17.831

```
! wB97M-V def2-TZVPD RIJCOSX def2/J DEFGRID3
* xyz 4 5
Pt -1.58 -1.38 -0.32
C 6.90 -2.99 0.58
C 5.48 -2.55 0.37
C 4.42 -3.44 0.55
C 3.11 -3.04 0.35
C 2.86 -1.73 -0.02
C 3.89 -0.82 -0.23
C 5.19 -1.24 -0.03
S 1.19 -1.19 -0.33
O 1.26 0.02 -1.19
C 0.83 -0.62 1.36
C 0.76 -1.57 2.36
C 0.54 -1.20 3.68
C 0.34 0.16 4.00
C 0.10 0.55 5.33
C -0.15 1.90 5.66
C -0.17 2.85 4.66
C 0.08 2.49 3.34
C 0.37 1.14 2.97
C 0.64 0.75 1.64
C 0.71 1.81 0.59
C 1.81 2.70 0.57
C 2.96 2.49 1.36
C 4.05 3.37 1.31
C 4.01 4.48 0.48
C 2.89 4.72 -0.32
C 1.78 3.84 -0.29
C 0.67 4.06 -1.10
C -0.39 3.15 -1.11
C -0.35 2.03 -0.31
S -1.78 0.90 -0.41
O -2.77 1.39 0.57
C -2.33 1.19 -2.05
C -3.59 1.77 -2.21
C -4.05 1.98 -3.50
C -3.29 1.63 -4.62
C -3.79 1.90 -6.00
C -2.03 1.06 -4.41
C -1.54 0.83 -3.14
H 7.00 -4.07 0.48
H 7.23 -2.72 1.59
H 7.57 -2.51 -0.13
H 4.63 -4.47 0.83
H 2.31 -3.77 0.46
H 3.67 0.18 -0.60
H 6.01 -0.56 -0.22
H 0.91 -2.62 2.12
H 0.53 -1.94 4.46
H 0.10 -0.20 6.11
H -0.33 2.17 6.69
H -0.38 3.89 4.90
H 0.04 3.25 2.57
H 3.02 1.63 2.01
H 4.92 3.18 1.92
H 4.85 5.16 0.44
H 2.86 5.59 -0.97
H 0.63 4.94 -1.74
H -1.23 3.32 -1.77
H -4.17 2.07 -1.35
H -5.03 2.44 -3.64
H -4.88 1.85 -6.05
H -3.38 1.19 -6.72
H -3.49 2.90 -6.32
H -1.42 0.78 -5.27
H -0.56 0.38 -3.00
N -5.57 -3.04 -0.09
C -6.04 -1.85 0.29
C -4.91 -0.99 0.36
N -3.82 -1.67 0.04
C -4.21 -2.94 -0.24
C -3.23 -3.86 -0.61
N -1.93 -3.46 -0.68
C -1.20 -4.51 -1.04
C -2.05 -5.62 -1.21
N -3.29 -5.19 -0.93
H -6.15 -3.86 -0.24
H -7.08 -1.66 0.47
H -4.88 0.06 0.64
H -0.14 -4.47 -1.20
H -1.84 -6.64 -1.50
H -4.12 -5.77 -0.98
*
```

***

# 2
Below is an isolated molecule of C4H4ClNO2S, with properties calculated with wB97M-V/def2-TZVPD.

- HOMO-LUMO gap (alpha / beta) (eV) = 5.7 / 5.7
- ⟨S²⟩ = 2.04
- HOMO level (alpha / beta) (eV) = -6.666 / -8.911

```
! wB97M-V def2-TZVPD RIJCOSX def2/J DEFGRID3
* xyz 0 3
C 1.13 0.10 -0.92
C 1.60 -0.44 0.37
C -0.17 0.22 -1.26
C 0.81 -0.73 1.41
N -1.22 -0.25 -0.55
O -1.32 0.38 2.32
O -2.46 -0.12 -0.93
S -0.97 -0.75 1.47
Cl -3.14 1.58 -0.80
H 2.06 0.33 -1.66
H 2.72 -0.24 0.57
H -0.41 0.71 -2.25
H 1.39 -0.78 2.24
*
```

***

# 3
Below is a structure of composition C27H25N4OPdS, with properties calculated with wB97M-V/def2-TZVPD.

- HOMO-LUMO gap (eV) = 6.6
- HOMO level (eV) = -3.786

```
! wB97M-V def2-TZVPD RIJCOSX def2/J DEFGRID3
* xyz -1 1
Pd 0.63 0.10 -0.96
C 0.79 0.45 2.46
N 0.88 1.13 1.19
C 0.84 2.41 1.21
C 0.80 3.21 0.03
C 0.91 4.60 -0.08
C 0.79 4.89 -1.45
C 0.61 3.64 -2.08
N 0.61 2.63 -1.19
C 1.99 -0.39 2.81
C 2.50 -0.40 4.10
C 3.56 -1.23 4.45
C 4.12 -2.06 3.49
C 3.63 -2.05 2.20
C 2.57 -1.22 1.85
H -0.07 -0.23 2.43
H 0.59 1.16 3.28
H 0.81 2.94 2.17
H 1.05 5.31 0.73
H 0.82 5.85 -1.93
H 0.45 3.45 -3.13
H 2.05 0.25 4.85
H 3.94 -1.23 5.46
H 4.95 -2.72 3.76
H 4.05 -2.71 1.44
H 2.18 -1.22 0.84
N 3.79 0.56 -1.31
C 4.22 -0.72 -1.07
C 3.36 -1.53 -1.72
N 2.39 -0.79 -2.39
C 2.66 0.47 -2.08
H 4.07 1.40 -0.83
H 5.07 -0.92 -0.44
H 3.36 -2.61 -1.77
H 2.22 1.34 -2.53
O -2.55 1.66 0.48
S -2.40 1.06 -0.88
C -4.00 0.30 -1.20
C -4.96 0.31 -0.21
C -6.20 -0.27 -0.45
C -6.48 -0.84 -1.68
C -5.51 -0.83 -2.68
C -4.27 -0.25 -2.45
C -1.49 -0.46 -0.70
C -1.71 -1.21 0.49
C -1.39 -2.54 0.55
C -0.83 -3.18 -0.59
C -0.63 -2.48 -1.74
C -0.95 -1.10 -1.85
H -4.71 0.77 0.74
H -6.95 -0.27 0.33
H -7.44 -1.29 -1.87
H -5.73 -1.27 -3.65
H -3.51 -0.24 -3.22
H -2.15 -0.69 1.34
H -1.54 -3.09 1.46
H -0.57 -4.23 -0.53
H -0.20 -2.97 -2.61
H -1.03 -0.65 -2.83
*
```